# 1
45
Properties=species:S:1:pos:R:3:forces:R:3:lowdin_charge:R:1 method="wB97M-V/def2-TZVPD" lumo_energy_ev=0.315 orbital_gap_ev=9.634 homo_ev=-9.32
C 1.139126 0.424048 2.112666 -0.0413 0.0533 0.0638 -0.102
C 2.471089 -0.024475 1.515735 0.0467 -0.0442 -0.0772 -0.229
C 3.608285 -0.097820 2.543593 -0.0330 -0.0230 0.0486 -0.341
C 3.902879 1.258903 3.190674 0.0059 0.0677 0.0333 -0.052
C 4.879247 -0.729000 1.930963 -0.0406 0.0063 -0.0883 -0.274
N 5.869037 -1.018369 2.976536 -0.0691 -0.2124 0.0871 0.042
C 5.511582 0.231177 0.910348 -0.2642 0.0343 -0.2960 -0.510
O 5.059183 0.408964 -0.193498 0.2129 -0.0612 0.4440 0.105
O 6.584885 0.881446 1.367362 -0.0108 -0.0507 0.0296 0.106
H 1.175316 1.460920 2.465189 -0.0149 -0.1782 -0.0740 0.070
H 0.341291 0.361507 1.364694 0.0994 0.0279 0.1009 0.059
H 0.849110 -0.208591 2.961032 0.0400 0.0842 -0.1124 0.079
H 2.345018 -1.018252 1.064340 0.0407 0.1287 0.0646 0.115
H 2.767243 0.641700 0.697978 -0.0471 -0.0687 0.1105 0.111
H 3.286121 -0.794229 3.336081 0.0593 0.0689 -0.1031 0.140
H 4.132884 2.013604 2.428474 -0.0304 -0.1086 0.0903 0.097
H 4.755141 1.203887 3.877734 -0.1421 0.0062 -0.1173 0.080
H 3.041471 1.613781 3.763996 0.1237 -0.0600 -0.0862 0.076
H 4.579772 -1.624556 1.372782 0.0358 0.1132 0.0518 0.152
H 5.414986 -1.252272 3.854135 0.0540 0.0567 -0.1063 0.090
H 6.447728 -1.811552 2.717500 -0.0456 0.1082 0.0381 0.098
H 6.745057 0.513780 2.266204 -0.0010 0.0492 -0.1144 0.094
N -2.080877 1.392374 -3.187200 -0.0183 -0.1378 -0.1525 0.066
C -1.727303 0.330283 -2.270135 0.0798 -0.0116 0.1054 -0.322
C -2.693507 0.328999 -1.065178 -0.0068 0.0056 0.0733 -0.111
C -4.128954 0.065151 -1.458597 -0.1001 -0.0186 -0.0545 -0.231
C -4.603617 -1.241296 -1.601932 -0.0156 0.0677 -0.0084 -0.037
C -5.915905 -1.480276 -1.995426 0.0410 0.1004 0.0058 -0.076
C -6.772874 -0.414136 -2.252466 0.0264 0.0039 0.0029 -0.091
C -6.310108 0.890803 -2.116112 0.0464 -0.0461 0.0176 -0.081
C -4.996009 1.127497 -1.722043 -0.0233 -0.0709 -0.0003 -0.050
C -1.683352 -1.048997 -2.945113 -0.1315 0.0321 -0.4315 -0.494
O -1.992127 -1.244041 -4.089181 0.1341 0.0319 0.5316 0.126
O -1.260930 -2.076017 -2.167185 0.0713 0.0977 0.1578 0.103
H -2.981449 1.163954 -3.604309 0.0604 0.0858 0.0363 0.081
H -1.425409 1.391016 -3.964095 -0.0647 0.0480 0.0843 0.087
H -0.716925 0.534732 -1.883897 -0.1242 -0.0674 -0.0586 0.152
H -2.373772 -0.411408 -0.320804 -0.0443 0.0717 -0.0925 0.112
H -2.608717 1.311303 -0.591275 -0.0185 -0.1107 -0.0697 0.122
H -3.938172 -2.081021 -1.408624 -0.1058 0.1197 -0.0184 0.114
H -6.268239 -2.501223 -2.102499 0.0333 0.1077 0.0104 0.104
H -7.799565 -0.600883 -2.558752 0.1799 0.0344 0.0538 0.102
H -6.973694 1.728558 -2.314371 0.1004 -0.1264 0.0271 0.103
H -4.633188 2.147579 -1.618198 -0.0508 -0.1353 -0.0096 0.115
H -1.021759 -1.747553 -1.287126 -0.0475 -0.0795 -0.1977 0.104

# 2
44
Properties=species:S:1:pos:R:3:forces:R:3:lowdin_charge:R:1 method="wB97M-V/def2-TZVPD" lumo_energy_ev=-4.826 total_charge=+1 orbital_gap_ev=7.216 homo_ev=-12.04
C 0.794296 1.113399 0.622325 -0.0894 -0.1119 0.5924 0.145
C 2.028962 1.236205 1.218549 -0.2430 -0.3277 -0.5554 -0.071
C 2.318032 2.163751 2.259716 -0.6811 -1.2229 0.9706 -0.208
C 1.371801 3.042008 2.814441 0.4370 0.1336 0.1626 0.027
C 1.753150 3.898615 3.819370 -0.1796 -0.2480 -0.2213 -0.001
C 3.068294 3.886082 4.294016 0.3296 0.0050 0.0782 -0.023
C 3.977459 3.034399 3.729249 -0.3960 0.2438 0.0467 -0.020
N 3.586068 2.204456 2.735773 -0.0032 0.2820 0.2392 0.136
H -0.051428 0.788788 1.233087 -0.4912 1.6302 0.2218 0.090
H 0.591123 1.297458 -0.433510 0.5485 -1.5636 -0.4432 0.063
H 2.819031 0.559131 0.894046 0.5928 1.1411 -1.0942 0.123
H 0.357457 3.034151 2.453815 -0.0443 0.0041 -0.2011 0.128
H 1.016671 4.576298 4.224485 0.0413 0.0507 0.1795 0.129
H 3.388154 4.532090 5.094962 0.0010 0.1044 0.0046 0.123
H 5.005813 2.998443 4.046488 0.1301 -0.1236 -0.1041 0.142
H 4.267694 1.580117 2.326388 0.0077 -0.0330 -0.0224 0.176
O -2.022196 -1.310321 0.871705 0.1472 0.1891 -0.1381 0.088
C -1.225083 -2.210352 0.925838 -0.1078 -0.2936 0.2571 -0.540
O -0.662091 -2.652893 -0.208903 0.0474 0.3245 -0.2260 -0.003
C 0.425974 -3.586538 -0.244302 0.0882 -0.3062 -0.0003 -0.233
C -0.056396 -5.019172 -0.165621 -0.1594 0.0157 0.0929 -0.058
C -0.901479 -2.895299 2.233555 0.4174 0.1911 0.0561 0.016
H 1.160031 -3.351910 0.528716 -0.0670 0.0039 0.0578 0.111
H 0.915349 -3.416170 -1.201579 -0.0920 0.1190 -0.0248 0.124
H -0.569249 -5.221059 0.774828 0.0720 -0.0119 0.0358 0.070
H 0.782848 -5.708784 -0.253265 0.0094 0.0139 -0.0208 0.086
H -0.763704 -5.222560 -0.969060 0.0600 0.0055 -0.0534 0.088
H -1.668897 -3.639975 2.438572 -0.0129 -0.0003 0.0030 0.102
H -0.914606 -2.146862 3.022580 -0.2253 -0.0066 -0.0057 0.089
H 0.075894 -3.370895 2.257863 -0.0839 -0.1440 -0.0671 0.069
O 0.260787 1.409389 -2.598427 -0.0329 -0.0497 0.2140 0.070
C -0.839644 1.016943 -2.909599 -0.1677 0.2109 -0.0162 -0.520
O -0.988746 0.416585 -4.090528 0.2401 -0.1937 -0.0817 0.013
C -2.199088 -0.237084 -4.499892 -0.3095 -0.0094 -0.1105 -0.223
C -3.191115 0.737260 -5.098413 0.0654 0.1728 0.0722 -0.060
C -2.049838 1.262638 -2.039234 0.0194 -0.3440 0.1482 0.024
H -2.623043 -0.811396 -3.675292 0.0221 0.0672 0.0528 0.115
H -1.890673 -0.957069 -5.255128 0.1523 0.0383 0.0253 0.125
H -3.508512 1.486710 -4.373036 -0.0589 -0.0566 0.0308 0.069
H -4.075183 0.208692 -5.453933 0.0140 -0.0208 -0.0079 0.086
H -2.739181 1.269148 -5.935327 -0.0019 -0.0686 -0.0425 0.087
H -2.414843 2.271705 -2.227487 0.0104 0.0095 -0.0230 0.102
H -1.751766 1.180280 -0.996691 0.0314 0.1027 -0.0065 0.068
H -2.858127 0.553596 -2.191139 -0.0376 0.0773 -0.0756 0.076

# 3
45
Properties=species:S:1:pos:R:3:forces:R:3:lowdin_charge:R:1 method="wB97M-V/def2-TZVPD" lumo_energy_ev=0.588 orbital_gap_ev=9.068 homo_ev=-8.48
C -0.836242 -5.215184 1.985091 -0.8213 1.2304 -2.0422 -0.080
C -0.122360 -3.874226 1.724816 -1.7588 -0.0762 1.1974 -0.410
C -0.695095 -2.761914 2.716467 1.1053 0.2215 -2.0364 -0.025
C -0.285522 -3.550858 0.270179 -0.0527 -0.3604 -1.3815 -0.103
C 0.368203 -2.247336 -0.201935 2.1205 -2.8908 0.0325 -0.454
O 1.596169 -2.186273 -0.121738 -2.5125 0.9748 -0.1992 0.123
O -0.442091 -1.340950 -0.789577 -1.0660 0.8200 1.0341 0.063
C -0.383841 -0.143780 0.041055 0.6059 0.9983 -1.7355 -0.198
O -1.688339 0.399692 0.389988 0.1555 -2.4388 -0.8603 0.000
C -1.675126 1.514657 1.132875 3.8635 5.4587 -0.0084 -0.069
C -0.597960 2.463226 0.952157 -1.8539 -3.8503 0.6580 -0.165
C -0.513956 3.672217 1.831598 -2.2629 -0.3960 -0.0379 -0.260
O 0.358762 3.420448 2.899313 0.1570 -0.3408 0.7630 -0.054
C 0.490803 2.200434 -0.090264 0.5342 0.8861 2.1876 -0.195
C 0.042926 3.221637 -1.114875 0.8514 4.0621 1.4134 -0.150
C 0.453387 2.807739 -2.440416 4.4919 -1.4498 2.3615 -0.219
O 1.877329 3.414153 -2.538588 -1.7369 -1.2749 -0.3830 -0.059
C 0.419781 1.269444 -2.235919 0.4561 -1.1179 -0.7909 -0.170
C 1.418953 0.582867 -3.179570 -0.7248 -0.5583 1.0840 -0.231
O 0.963670 0.696683 -4.502672 -0.7810 -0.9479 -2.2647 -0.082
C 0.551582 0.810377 -0.738267 -0.1909 2.3302 0.6178 -0.112
H -0.730156 -5.340889 3.012645 0.1592 -1.1568 1.7297 0.047
H -1.955449 -5.205194 1.734917 1.5903 0.1247 0.2069 0.111
H -0.306197 -5.911544 1.336444 -0.3207 -0.6948 0.4760 0.078
H 0.927170 -4.054500 1.896996 0.4276 0.3164 0.5484 0.131
H -1.781133 -2.598223 2.864893 0.4468 -0.3994 -0.9148 0.093
H -0.330919 -2.931605 3.698716 0.6495 -0.1739 0.8913 0.056
H -0.200645 -1.856384 2.301630 -0.6453 -0.0296 0.8974 0.061
H -1.354093 -3.654789 0.124640 -0.3015 0.6920 -0.6951 0.119
H 0.184086 -4.357647 -0.379335 -0.3869 0.8282 0.8825 0.154
H 0.155623 -0.506599 0.921961 -0.3882 1.0087 0.3981 0.141
H -2.535603 1.915916 1.761238 0.7579 -1.5700 -1.0198 0.140
H -0.264314 4.645502 1.357073 0.0435 -0.8487 0.1980 0.134
H -1.585953 3.712447 2.197888 0.9053 0.7321 0.0002 0.118
H 0.001682 2.606354 3.308283 0.5291 0.5818 -0.1738 0.102
H 1.544623 2.490790 0.287162 -1.7514 -0.3717 -0.3795 0.187
H -0.996706 3.513144 -1.040848 -0.4308 -0.3888 -0.0262 0.136
H 0.615063 4.175917 -0.786226 -1.1102 -1.1522 -0.9809 0.158
H -0.014814 3.054781 -3.302979 -1.8553 1.0669 -2.2895 0.116
H 2.131390 3.420428 -3.472192 -0.0687 -0.1588 0.1763 0.077
H -0.589144 0.947439 -2.466731 -0.3074 -0.0425 -0.8323 0.157
H 2.486389 0.932354 -3.028230 -1.3332 -0.1193 -0.4700 0.150
H 1.346757 -0.423834 -2.845221 0.5514 -1.2764 0.0212 0.099
H 0.440888 -0.089293 -4.906596 1.5876 1.8776 1.7649 0.148
H 1.510419 0.362374 -0.565845 0.6722 -0.1252 -0.0185 0.138

# 4
47
Properties=species:S:1:pos:R:3:forces:R:3:lowdin_charge:R:1 method="wB97M-V/def2-TZVPD" lumo_energy_ev=-7.340 total_charge=+2 orbital_gap_ev=7.367 homo_ev=-14.71
C -1.336306 -4.611288 -4.696228 -0.0277 -0.4468 0.7817 -0.032
C -0.786716 -3.238762 -4.720614 0.8529 2.7520 -4.4309 -0.451
H -1.318809 -5.047665 -5.709567 0.1286 0.5185 0.2859 0.130
H -2.371317 -4.566248 -4.320004 0.3911 -0.0208 -0.0099 0.120
H -0.718493 -5.216310 -4.016503 -0.3264 0.1032 -0.1165 0.107
O -0.460493 -2.453104 -5.539443 -1.0237 -2.6218 3.3226 0.182
I -0.511135 -2.401438 -2.391372 -0.0905 -0.4672 0.0428 1.023
Al -0.483239 -0.756855 -0.346105 0.2759 0.3198 1.1688 -0.545
P -2.521070 0.733356 -0.652260 -1.7956 -0.6887 0.4430 0.768
C -2.743810 2.473514 -1.125652 0.6405 0.2849 -0.1368 -0.236
C -3.493833 -0.106226 -1.949822 0.0683 -0.2057 -0.1606 -0.264
H -3.555336 -0.302322 1.290851 -0.1088 0.2184 -0.1113 0.014
H -4.684442 0.799787 0.433262 0.2681 0.0370 0.1262 0.065
H -3.394054 1.459711 1.489409 -0.0950 -0.1786 -0.1281 0.059
C -3.652261 0.662146 0.781108 0.1485 -0.2145 0.2296 -0.249
H -3.422425 -1.196189 -1.845970 -0.1102 0.2737 0.0328 0.023
H -4.541831 0.203855 -1.858949 0.2253 -0.0547 -0.1175 0.065
H -3.818914 2.679926 -1.224513 0.3083 -0.1615 0.0424 0.076
H -2.247554 2.678158 -2.078863 -0.1056 0.1025 0.1004 0.056
H -3.106938 0.170142 -2.938343 -0.1172 -0.0627 0.1604 0.059
H -2.323805 3.131787 -0.356056 -0.1019 -0.0586 -0.1857 0.060
C 0.222262 1.142368 -1.231739 2.6045 3.3840 -2.5129 -0.040
O 0.771400 2.074611 -1.633763 -1.7740 -2.7629 1.4994 0.186
Cl -1.279167 -1.848563 1.339349 -0.1921 0.0825 -0.3778 0.333
C 2.120639 2.541776 1.936992 0.1699 0.1925 -0.1285 0.021
N 1.824791 1.537662 3.003181 0.0108 -0.3722 0.0148 -0.188
C 1.172090 2.190360 4.170796 -0.1350 0.0437 0.3123 0.012
C 1.039907 0.311821 2.474272 0.1878 0.2335 0.7012 -0.090
C 1.894837 -0.404817 1.464869 0.8319 -0.1311 0.3174 -0.267
C 3.218694 -0.691452 1.862902 -0.2874 0.2194 -0.2597 -0.035
C 4.174807 -1.055632 0.915549 0.0772 -0.1375 0.0649 -0.043
C 3.782658 -1.280344 -0.402053 -0.3180 0.0402 -0.0278 -0.040
C 2.427464 -1.150605 -0.734046 0.8200 -0.1863 -0.4080 -0.132
C 1.473071 -0.701464 0.169670 -0.6810 0.0738 -0.0578 -0.263
H 1.177508 2.922276 1.529512 0.1675 -0.1238 0.1773 0.110
H 2.716855 2.082814 1.144015 -0.1542 -0.0041 0.1948 0.109
H 2.684971 3.367625 2.388423 -0.1927 -0.2443 -0.1540 0.118
H 2.730190 1.178612 3.345482 -0.3792 0.0886 -0.3260 0.162
H 0.216619 2.624053 3.867351 0.1566 -0.0952 -0.0171 0.114
H 1.012217 1.449880 4.959112 0.0163 0.1179 -0.1780 0.115
H 1.837011 2.977903 4.536317 -0.1817 -0.1309 -0.0501 0.115
H 0.822921 -0.318365 3.350396 0.0669 0.2735 -0.1765 0.144
H 0.085503 0.715936 2.113822 0.2579 -0.1681 -0.0995 0.109
H 3.500392 -0.623718 2.922757 0.0443 0.0721 -0.4137 0.127
H 5.224908 -1.160356 1.196401 -0.3865 -0.1132 0.0087 0.123
H 4.512784 -1.584123 -1.159550 -0.3019 0.1525 0.3392 0.124
H 2.127448 -1.394232 -1.754382 0.1672 0.0670 0.2181 0.044

# 5
43
Properties=species:S:1:pos:R:3:forces:R:3:lowdin_charge:R:1 method="wB97M-V/def2-TZVPD" lumo_energy_ev=0.201 orbital_gap_ev=9.081 homo_ev=-8.88
C 1.276023 4.354364 2.560957 -1.6012 0.1793 -0.6491 -0.123
C 2.095567 3.333136 1.783270 0.0484 -0.5009 -0.2760 -0.281
C 2.062276 3.556564 0.262411 1.1029 -0.3037 -0.3104 -0.232
C 0.751232 3.296365 -0.478633 -0.1673 0.7352 -0.1700 -0.236
C 0.191950 1.909527 -0.281140 -0.2806 -1.2312 -0.1153 -0.231
C -0.933853 1.509931 -1.255692 0.8546 -1.0600 -0.1493 -0.195
C -1.236948 -0.038029 -1.245451 -1.2940 1.1459 0.6253 -0.187
C -2.034006 -0.429628 0.023055 1.4395 -0.4963 -0.0943 -0.179
C -2.212917 -1.966285 0.157228 -0.6494 0.3909 -0.2005 -0.143
C -0.924148 -2.711373 0.367897 0.3244 0.4590 0.3996 -0.202
C -0.260366 -2.601361 1.600054 0.1998 -0.6994 -0.7832 -0.026
C 0.941286 -3.291847 1.782690 -0.5266 0.2252 0.6492 -0.086
C 1.455848 -4.099657 0.779713 0.8434 -0.4595 -0.1903 -0.090
C 0.802193 -4.200359 -0.443834 -0.2154 1.1103 1.0103 -0.036
C -0.357063 -3.452561 -0.668501 -0.1568 -0.2762 -0.6864 -0.062
B -0.951773 -3.377133 -2.141946 0.0027 -0.0347 -0.0306 -0.582
O -0.385841 -2.437069 -3.017859 -0.6571 -1.2319 0.3276 0.140
O -1.983575 -4.237679 -2.525882 0.1721 1.3693 -1.1329 0.142
H 0.190532 4.474508 2.206970 1.3500 -0.6540 0.5030 0.089
H 1.663160 5.363780 2.387732 0.2998 -0.1417 0.3544 0.068
H 1.274559 4.084613 3.619743 -0.0795 0.3801 -0.0513 0.065
H 1.833997 2.286777 2.011419 -0.3533 0.3590 0.0182 0.100
H 3.126480 3.397560 2.159455 -0.0569 0.1531 -0.3310 0.103
H 2.847978 2.942292 -0.240342 -0.4361 0.1498 0.4979 0.116
H 2.408818 4.579143 0.097241 -0.2177 0.1846 -0.1713 0.102
H 0.001862 4.012701 -0.154414 -0.2322 0.2627 0.1803 0.100
H 0.880833 3.542724 -1.556900 0.1085 -0.4116 0.5346 0.121
H 1.002391 1.163254 -0.407476 -0.2362 0.2618 0.1919 0.127
H -0.224203 1.775787 0.734694 0.4738 0.1821 -0.2062 0.110
H -1.780884 2.180637 -1.110118 -0.4065 -0.3825 0.0907 0.111
H -0.595325 1.671283 -2.264244 0.3055 0.5064 -0.5699 0.093
H -0.324369 -0.625443 -1.348175 0.0995 0.2615 0.1213 0.098
H -1.864685 -0.293465 -2.125346 0.3306 0.1908 0.3612 0.114
H -1.478061 -0.076935 0.916101 -0.2263 -0.1855 -0.3489 0.104
H -2.956555 0.130296 0.010705 -0.5775 -0.1253 0.0383 0.104
H -2.877153 -2.173412 1.004226 0.0232 0.0115 -0.0790 0.119
H -2.718046 -2.390911 -0.732780 0.0902 0.3513 0.3265 0.112
H -0.704733 -1.999326 2.385505 0.1298 -0.0712 0.0461 0.113
H 1.416101 -3.236898 2.763184 0.1109 0.0155 -0.3398 0.101
H 2.426513 -4.624465 0.911924 -0.8778 0.3391 0.0672 0.112
H 1.225557 -4.783693 -1.219370 0.3612 -0.5039 -0.6713 0.101
H -0.702134 -2.590327 -3.918990 0.1524 0.2691 0.0622 0.103
H -2.368513 -3.927387 -3.389081 0.4254 -0.7240 1.1515 0.123

Number 1: F_max 0.5 eV/A, electronic energy -996.4901 a.u.. Number 2: F_max 1.7 eV/A, electronic energy -941.3727 a.u.. Number 3: F_max 6.7 eV/A, electronic energy -1037.2406 a.u.. Number 4: F_max 5.3 eV/A, electronic energy -2132.9941 a.u.. Number 5: F_max 1.8 eV/A, electronic energy -761.9934 a.u..